Record 1
Density functional theory data (ωB97M-V/def2-TZVPD) for a 8-piece molecular cluster, C19H44N6O12 overall.

Output
SMILES string = COC(=O)OC.COC(=O)OC.CNC(C)=O.CC(N)=O.CC(N)=O.CC(N)=O.CC(N)=O.CC(N)=O
net charge = 0
molar mass = 548.59 Da
orbital gap = 9.3 eV
E_tot = -1981.81659 Ha

Positions of all 81 atoms, in Å:
H -20.4689 -0.6771 -33.4565
H -26.0711 1.8053 -35.7434
H -18.5569 -5.4149 -29.6641
H -22.9050 3.1957 -28.6374
H -17.1616 1.1208 -38.4112
C -23.7685 3.7880 -30.3901
H -22.0520 2.6240 -30.1102
N -16.6270 -0.5873 -31.4361
C -26.2584 -5.9961 -33.1620
N -17.4605 0.2460 -38.8183
H -14.3430 -6.7318 -31.6451
H -26.0344 1.3490 -34.0689
C -22.5410 3.4701 -29.6275
C -17.0358 -0.2140 -39.9789
C -27.2743 0.2976 -35.2723
H -19.5878 -4.4589 -28.6300
H -25.5846 -6.1068 -34.0117
O -16.8434 -6.0382 -34.5136
H -15.2302 -1.8667 -33.1380
H -26.6454 -6.9861 -32.9207
H -13.8547 -5.1159 -26.9188
C -16.3865 -5.0152 -28.0632
O -20.6704 -1.6366 -35.7095
H -24.9632 -3.8954 -29.8479
H -14.9668 -0.3306 -33.9647
H -24.9731 5.3050 -30.8251
H -14.7217 -5.5519 -32.6392
C -25.8562 -3.5027 -30.3342
H -16.8721 0.0998 -30.7376
C -19.3173 -6.9434 -34.0311
C -18.5539 -4.5932 -28.9479
O -16.2880 -6.9002 -32.3914
H -17.2684 -1.5453 -41.5618
H -20.2356 -7.4163 -33.6830
O -27.8665 -0.2322 -34.3612
O -15.9169 -5.8539 -27.1528
N -26.3201 1.1494 -35.0169
C -14.4805 -6.0010 -27.0330
H -14.0774 -6.4661 -27.9326
O -17.0128 0.8709 -32.9642
H -27.1220 -5.3873 -33.4293
H -21.8431 -1.6231 -32.8031
C -17.5800 -1.4899 -40.5187
H -26.6271 0.3807 -37.3262
C -25.5781 -5.2391 -32.0342
H -23.6042 -2.1636 -34.3933
C -22.7920 -2.6079 -34.9686
H -23.0796 -2.5655 -36.0192
C -17.1113 -6.5214 -33.4093
C -16.4796 -0.1394 -32.6328
H -23.4591 5.7354 -30.0145
O -16.1556 0.3929 -40.5603
H -19.4137 -5.9428 -34.4527
H -17.2859 -2.3675 -39.9430
H -28.3502 0.1735 -37.1928
H -18.2615 -0.2617 -38.4708
H -22.8181 -3.6834 -34.7933
O -15.7569 -4.3461 -28.8698
H -14.4664 -7.0962 -33.4241
O -17.7922 -5.0709 -27.8795
H -25.6177 -2.4553 -30.5186
H -26.6995 -3.4564 -29.6452
H -18.2235 -3.6963 -29.4718
H -26.8253 -3.6384 -32.2178
O -24.5513 -5.6570 -31.5452
H -27.1203 -1.1727 -36.7827
C -27.4010 -0.1202 -36.7446
C -15.7315 -1.0090 -33.5866
C -14.9267 -6.6194 -32.5587
H -14.3025 -6.6734 -26.1938
O -24.4547 3.0141 -30.9835
H -21.8950 4.3445 -29.5481
O -18.3965 -6.8877 -33.0328
N -26.2250 -4.1522 -31.5887
N -24.1002 5.0491 -30.3861
H -18.9559 -7.5909 -34.8300
C -21.4926 -1.7920 -34.7667
N -21.2298 -1.3344 -33.5518
H -18.6608 -1.3638 -40.4540
H -16.0729 -1.4005 -31.2086
H -16.3802 -1.3889 -34.3759

Atoms 1-2, force components in eV/Å:
-0.0537 -0.2561 0.3129
0.3863 -0.1647 0.2873

Record 2
Density functional theory data (ωB97M-V/def2-TZVPD) for C19H44NOP2SY as an isolated structure.

Output
net charge = +2
molar mass = 485.49 Da
orbital gap = 6.5 eV
energy above the lowest of the compared OMol25 structures with the same formula, charge and spin = 20.9 kcal/mol
E_tot = -1998.99888 Ha

Positions of all 69 atoms, in Å:
H 1.1395 2.8083 1.6287
H 2.8707 -0.7356 3.7912
H -3.3553 -3.5446 -2.0572
H 0.0635 -1.2415 4.0366
S 1.1398 -0.1523 2.1704
H -0.6868 3.2314 3.1940
H -2.6879 4.1334 -0.0226
C -1.2250 3.4279 -1.5292
O -3.6612 -0.0809 0.9622
H -1.1585 -2.1625 1.9190
H 1.3440 -5.1333 -0.1351
H -1.4593 5.1166 -2.8322
H 1.1455 -3.0222 1.2613
C -2.6069 -3.3333 -1.2736
H -1.1604 1.8731 2.1772
H -0.6781 -5.3814 -1.9821
H 3.4881 0.3134 2.4795
H -1.4600 -4.7597 -3.4440
C -1.2203 -3.2467 -1.9436
H -1.2993 -2.4552 -2.7086
H 1.3395 5.0795 0.5029
H 3.0044 -1.3287 -0.1755
H -1.0832 0.0994 -2.8249
H 2.4838 1.0515 3.7665
P 0.0771 -2.6123 -0.8238
C -0.7311 -4.5158 -2.6439
C 2.5757 1.2765 -1.0370
H 2.3534 3.4534 -0.9491
H -0.3623 -0.0145 -3.0216
C 2.5800 -1.1771 -1.1857
C 0.2482 -3.4874 0.8085
C -0.7331 4.7711 -2.0680
H 0.0841 0.5702 4.1652
H -2.6813 -4.1400 -0.5374
H -0.6737 -3.6258 2.7651
H -0.3687 -5.5208 0.2578
N 1.7897 0.0494 -1.1340
C -0.9374 -3.2323 1.7650
H 0.8474 -5.4078 1.5500
H -0.6787 5.5493 -1.3018
C 2.6536 0.1456 3.1609
H 3.0124 1.3051 -0.0188
C -2.6120 3.4259 -0.8558
H -2.9139 -2.3895 -0.8032
H 1.6216 -2.4727 -2.7159
H -1.3021 2.7355 -2.3876
H 0.8444 5.1445 2.2108
C 1.7875 -2.4479 -1.6244
H -1.8614 3.4902 1.9002
C -0.0705 -0.2842 3.5081
C 1.7828 2.5913 -1.3115
C 0.5249 4.8321 1.1985
C 0.2412 3.3300 1.2366
C -0.9430 2.9559 2.1557
C 0.5282 -4.9740 0.5818
H -0.3719 5.4211 0.9441
H 1.6155 2.7522 -2.3930
H -3.3619 3.7324 -1.6056
H 0.2339 4.6763 -2.5693
H -1.8513 -3.7364 1.4485
H 2.3550 -3.3497 -1.3679
H 3.4591 1.3512 -1.7109
P 0.0722 2.6617 -0.4950
H 0.2364 -4.3603 -3.1325
H -2.9173 2.4307 -0.5077
C -2.5887 -0.0557 0.5470
H -1.0859 -0.2333 3.1107
H 3.4707 -1.1698 -1.8543
Y -0.2255 -0.0006 -0.2201

Atoms 1-2, force components in eV/Å:
-0.3305 0.1994 -0.3356
-0.2709 0.4533 -0.3413

Record 3
Density functional theory data (ωB97M-V/def2-TZVPD) for C19H45MgNO10S5 as an isolated structure.

Output
net charge = 0
molar mass = 632.21 Da
orbital gap = 6.2 eV
energy above the lowest of the compared OMol25 structures with the same formula, charge and spin = 0.0 kcal/mol
E_tot = -3748.78472 Ha

Positions of all 81 atoms, in Å:
O 0.8944 -0.6138 -0.2730
O -3.8133 -3.6790 -1.4109
H 1.4403 -4.0632 -4.9729
H 0.8165 -2.9331 -6.2551
C 0.9231 0.7760 4.7990
H 0.2373 -4.4825 -1.3932
O -0.0633 0.9408 -0.6812
H -4.9418 -2.2324 -3.2168
H -6.0436 0.4897 3.0639
H -3.0498 -2.2592 0.5738
H 1.0409 3.4210 -1.8512
H -1.0481 4.0593 0.3393
C -3.0495 0.4604 2.8901
H -2.0791 0.3054 3.3618
H 3.7023 3.8510 -5.8474
H -0.3671 -2.8351 -0.8954
H 4.2480 4.1458 -4.2386
C -5.6520 1.5064 3.0322
N 0.6179 -4.3330 1.8391
H 0.9571 0.5475 5.8643
H -3.7152 -0.4006 2.9508
C 1.0474 -1.8316 3.8966
H 1.5897 -2.7060 3.5368
H -0.7541 5.4257 3.1441
S -0.5035 3.1560 2.5144
C 0.5669 -3.5904 -5.4222
H 0.1651 -1.6746 3.2762
C 3.3706 4.2280 -4.8800
H -5.5134 1.8647 2.0121
C 0.3620 -3.6280 -0.7281
H -2.1480 2.7561 0.7466
H 1.3329 -3.2292 -1.0221
O 5.5793 -3.1843 2.0252
H 5.1981 -0.5061 0.3261
C -3.9287 -2.4371 -1.3637
C 0.4520 -1.2525 -3.9650
H 0.7380 4.7795 3.7632
H 0.6707 -0.8613 -4.9585
C 1.6963 3.9368 -2.5530
H 2.6281 4.2266 -2.0674
Mg 1.0863 0.9544 0.8844
C -0.2741 -0.2143 -0.3136
H 6.1861 -1.6890 -0.5371
H 0.0366 -0.4932 -3.3024
O 0.9598 3.1102 -5.0207
O -0.5820 0.0054 0.8730
C -1.6240 3.6206 1.1541
H -4.8656 -0.7035 -2.2613
S -4.0002 1.6782 3.9374
C -3.7260 -1.6841 -0.0588
C 5.8804 -1.3469 0.4517
H 1.1236 4.8430 -2.7503
H 0.5771 -2.0435 4.8568
H -2.3619 4.3317 1.5256
H -0.1211 0.6183 4.5290
H 0.5902 5.2730 1.9982
H -3.4446 -1.3196 -3.0556
H -6.4149 2.1673 3.4437
S -0.5526 -2.8045 -4.1372
H 3.8781 -3.3251 -0.3866
C -4.3502 -1.6251 -2.5316
H 6.7677 -1.1017 1.0353
O -4.0702 0.9455 5.2766
O 0.6523 2.4830 1.8381
H 2.9917 5.2418 -5.0089
H 3.0514 -1.9803 0.4381
H -4.6708 -1.5557 0.4693
H -2.9809 0.7185 1.8333
C 5.1105 -2.4564 1.1248
O 1.9859 0.1632 2.3603
H 1.1480 1.8423 4.8205
C 0.4987 -4.0476 0.7184
H 0.0695 -4.4237 -5.9185
C 0.1139 4.8258 2.8707
H 1.3828 -1.5313 -3.4711
H 3.3485 -3.5188 1.2456
S 2.1973 3.0590 -4.1242
S 2.0819 -0.2610 3.8094
C 3.7729 -2.7887 0.5565
H -3.2490 -0.7192 -0.2306
O -1.8074 -2.3920 -4.9016

Atoms 1-2, force components in eV/Å:
7.7383 -11.7036 -3.1710
-0.0744 2.8576 0.0213